172
Properties=species:S:1:pos:R:3:forces:R:3 method="wB97M-V/def2-TZVPD" gap_ev=8.77 e_homo_ev=-8.811 total_energy_ev=-87820.922
H 3.359429 -4.054025 -0.725039 -0.2 0.1 0.0
N 4.407520 3.775220 -3.729949 0.0 0.2 0.0
H 3.635258 -0.874573 -2.802861 -0.2 0.1 -0.1
H -4.335240 9.462875 2.648754 0.0 0.0 0.0
H -0.309735 -3.750205 7.908084 0.1 0.0 0.0
H -5.703617 2.265657 4.794394 0.0 0.0 0.0
C -0.855072 2.738375 -0.057402 -0.2 0.2 -0.2
N -4.631668 -0.550098 1.776856 -0.1 -0.2 0.2
H 1.930898 -2.745455 0.434188 0.0 -0.2 0.0
H -0.331683 -0.290883 5.437167 0.0 0.0 0.0
H -0.794097 -0.182327 7.136836 0.0 0.0 0.0
C 1.443209 -1.342903 9.225022 0.1 -0.1 0.0
C 3.349282 -5.025968 -1.217901 0.3 -0.5 -0.3
H 6.004775 -3.483907 2.039243 0.0 -0.1 0.2
H -2.111779 7.462752 4.730985 0.0 0.1 0.1
C 1.358722 -2.562834 2.550454 0.6 -0.4 -0.4
H 1.851537 -2.060259 3.369336 -0.2 0.3 0.2
H 2.348331 -6.897129 -1.091316 -0.1 -0.2 0.2
C 3.107191 2.196704 -5.052026 -0.1 0.0 0.0
H -3.151027 -0.085174 -1.863196 0.1 0.1 -0.1
H -5.770616 1.653325 0.560359 0.0 0.0 0.0
C 5.358398 -0.542107 -1.604719 -0.5 0.2 0.2
H 2.056495 -5.821941 0.282427 -0.1 -0.1 0.2
H -4.294576 1.717696 5.722701 0.0 0.0 0.0
C -6.170611 0.062680 3.635059 -0.1 -0.2 0.0
H 6.380068 -2.762395 -0.264016 0.2 0.1 -0.2
C 0.057761 -1.331857 -0.595232 -0.2 -0.1 -0.6
H -0.954659 2.309204 -2.031345 -0.1 0.0 0.0
H -0.973285 -2.489972 6.039075 0.0 -0.1 0.0
C -1.195212 -1.941196 -3.001171 -0.5 0.0 -0.1
H -6.686569 -0.271972 1.598716 0.0 -0.1 0.1
H 6.443749 -0.594451 -1.672305 0.2 -0.1 0.0
N 0.582146 -3.411682 -7.039954 0.3 -0.3 0.6
H 5.144778 2.820393 -7.012351 -0.1 -0.1 0.0
H 1.442514 5.375279 -2.378749 0.0 0.0 0.0
C 5.309184 -2.777798 1.597473 0.2 0.3 -0.3
H -3.299068 7.635788 1.330859 -0.1 0.0 0.1
H 5.439924 -2.814373 -3.898867 0.2 -0.3 0.0
H 4.512767 -5.252108 -3.010811 0.0 -0.2 -0.2
H 0.647431 -5.967501 -2.389070 0.2 -0.1 -0.1
H -4.410433 -1.832788 -0.431974 -0.1 0.2 0.1
H 1.708630 -3.592229 2.604073 -0.1 -0.2 0.1
H -3.300539 -3.757041 -1.180271 0.2 -0.1 0.1
H 2.348597 3.881045 -4.010965 0.0 0.1 0.0
C 0.460742 -1.084867 -4.419615 -0.5 -0.7 0.2
C -1.590299 -2.108034 -4.444147 1.1 0.2 0.9
H -6.065947 -1.347966 -3.595064 0.1 -0.3 0.2
C -5.719315 1.620933 1.648690 -0.1 0.0 -0.1
H -3.408199 10.313365 3.885546 0.0 0.0 0.0
C 0.639123 -0.982003 -1.822425 0.2 0.2 0.0
H -1.516539 4.669819 0.692965 0.0 0.0 0.0
N -1.222470 1.850319 -1.163548 0.2 0.0 0.0
O -5.266505 -1.241388 -4.123043 -0.5 0.1 -0.3
C -3.204947 -2.920715 -1.862181 -0.6 0.2 -0.1
H 1.512553 -0.109937 0.278375 -0.1 0.3 0.0
H 2.806231 1.572176 -4.214261 0.0 0.0 0.0
H 3.999465 -1.809146 -0.534617 -0.2 0.0 0.1
C -4.449256 -0.319991 -3.544241 0.4 -0.2 0.5
H 0.289517 -2.545770 2.713506 -0.1 0.0 0.0
C 3.236490 3.647368 -4.605139 0.2 -0.2 -0.1
H -7.020161 0.702110 3.909334 0.0 0.1 0.0
H 1.237010 2.304369 0.077445 0.0 0.0 -0.1
H 2.114192 -1.517549 10.065521 0.0 0.0 0.0
H 3.125079 5.655250 -5.346377 0.1 0.0 0.0
H -2.868926 -2.182898 0.627513 -0.1 0.1 0.2
H 5.418195 -3.096238 -2.184929 -0.1 0.0 0.3
H -4.841009 0.152192 -1.573713 0.0 0.1 0.2
H 4.232771 -5.555331 -0.861329 0.1 0.1 0.3
C 0.023962 -1.305684 -3.017225 0.1 0.2 1.0
H -1.686205 7.071250 1.743492 0.0 -0.1 0.0
C 4.868780 -1.195256 -0.297175 0.6 0.0 -0.5
H -4.766442 2.065261 1.935637 0.0 0.0 0.0
H -1.913413 -4.128180 2.017864 -0.2 0.0 0.1
C 3.271335 4.654223 -5.763235 -0.1 0.2 0.1
C -4.528120 6.238676 3.093411 0.1 -0.2 0.1
H 5.235475 3.727213 -4.318090 0.0 -0.1 0.0
H -6.472456 -0.969069 3.834968 0.1 0.0 0.0
H 1.029909 -3.654932 5.710409 0.0 0.0 -0.1
O 1.338529 -0.391033 -4.808132 0.9 0.3 -0.4
H 0.752765 5.615119 -0.762443 0.0 0.0 0.0
C -2.644173 7.377185 2.173408 0.2 0.0 -0.1
H 1.279364 -4.152617 -7.018529 -0.1 -0.1 -0.1
C 2.133785 -5.869305 -0.802705 0.3 0.5 -0.5
O -2.643626 -2.366243 -4.921424 -1.0 -0.6 -0.4
C -2.389514 8.591726 3.078063 -0.2 -0.1 0.2
H -4.765774 6.726751 4.041472 -0.1 0.1 -0.1
H 0.010470 -5.065515 1.492013 0.1 0.0 0.1
H 0.537950 -0.853238 9.595342 0.0 0.0 0.0
H -4.851854 5.199750 3.164056 0.0 0.0 0.0
H 6.684082 -1.344742 0.773873 0.4 -0.1 -0.1
C 0.860416 -0.910490 0.623601 0.5 -0.2 -0.3
C 0.813303 -5.441856 -1.450759 -0.4 -0.1 0.1
H 2.697768 -2.849807 -2.744774 -0.1 0.0 0.1
H -5.078399 6.722500 2.281583 0.0 0.0 0.0
O 0.178204 -4.255378 -4.763398 -0.2 0.2 0.1
H 4.575549 -0.417943 0.407176 -0.3 0.1 0.1
H -4.196860 8.799735 4.282596 0.0 -0.1 0.0
H 5.091104 0.513921 -1.574588 0.2 0.2 -0.1
H 0.911637 -0.186099 6.668769 0.0 0.0 0.0
C 3.538356 -4.848073 -2.737729 0.1 0.4 0.0
H -0.969561 2.173043 0.872556 0.1 0.0 0.0
H -0.877044 -2.212521 8.550132 0.0 0.1 0.0
C 4.690999 -1.128805 -2.849282 0.5 -0.2 0.4
H 2.354563 2.086412 -5.834129 0.0 0.0 0.0
N -0.409741 -1.887499 -5.240532 -0.5 0.0 0.3
H -6.523402 2.246363 2.041560 0.0 0.0 0.0
H 0.840282 3.921644 0.649630 -0.1 0.0 0.0
H -0.733565 7.847525 4.009047 0.0 0.1 0.0
H 0.858134 -4.381832 -1.708772 -0.1 0.2 -0.1
H 2.776242 -1.524656 1.330524 0.0 0.0 0.1
C 4.692815 3.717767 -7.441045 0.2 0.1 0.0
H -0.633787 1.023237 -1.132116 -0.1 0.0 0.0
C 3.518508 -3.392252 -3.215112 0.2 -0.3 -0.1
H 5.380777 4.116797 -8.186485 0.0 0.0 0.0
H -1.784048 9.293675 2.497001 0.0 -0.1 0.0
C -0.058821 -2.135065 6.524585 0.2 0.2 0.1
H -0.199688 -6.658556 -0.049432 -0.4 -0.3 -0.1
H 2.796616 -5.402734 -3.303382 -0.2 -0.2 0.0
H -1.315918 -5.733185 -1.075889 -0.2 0.1 0.0
H -0.279913 5.086729 -2.122756 0.0 0.1 0.1
C -1.757965 -3.989772 0.949337 0.7 0.1 0.2
H 4.414453 -3.304772 1.274352 0.0 -0.2 0.0
C -0.397803 -4.616381 0.590683 -0.3 -0.6 0.1
C -0.079877 -2.682497 7.958667 -0.1 -0.2 -0.1
H 5.114290 -0.629029 -3.716463 -0.2 0.1 -0.2
O 4.500796 4.719840 -6.460358 0.0 -0.1 -0.1
F 0.058507 -0.349510 1.609384 -0.1 0.1 0.1
H -4.755903 -1.532687 2.010177 0.0 0.0 0.0
H 0.310128 -3.855079 0.291025 0.0 0.2 0.0
H 1.922837 -2.461250 6.295477 0.0 0.1 0.0
H -4.109714 2.080540 4.006333 -0.1 0.1 0.0
C 1.803904 -1.989129 1.204501 -0.5 0.5 0.1
H 3.753842 3.454118 -7.935871 0.0 0.0 0.0
H 1.585241 -0.453551 -1.821078 0.0 0.1 -0.1
O 1.035350 3.651090 -1.390800 0.0 0.1 0.0
C -0.066482 -0.611215 6.444977 -0.1 0.1 -0.1
N 1.080988 -2.640429 5.753332 -0.1 -0.2 0.3
H -1.428686 -1.960469 1.561303 0.3 0.2 0.0
C -0.384449 -5.692083 -0.515815 0.8 0.4 0.0
C 0.612773 3.179141 -0.127639 0.1 -0.2 0.2
H -2.820988 3.545124 0.320498 0.0 0.0 0.0
C -4.127639 -0.505044 -2.078351 -0.7 -0.3 0.2
C 5.929465 -2.038096 0.409320 -0.7 0.0 0.4
O -4.015398 0.586410 -4.176317 0.4 0.4 -0.6
O -3.134251 6.232967 2.848336 -0.1 0.1 -0.1
H -3.892741 -0.241924 2.404656 0.1 0.1 -0.1
C -3.659369 9.327509 3.495542 0.0 0.1 -0.1
H 1.954205 -0.684001 8.519042 -0.1 0.1 0.0
H 2.445174 4.477149 -6.464709 0.0 -0.1 0.0
C -4.326174 -1.909175 -1.509739 0.4 0.1 -0.2
H 4.435261 4.713988 -3.341012 0.0 -0.1 0.1
H -0.167369 -3.802635 -7.606250 -0.1 0.6 -0.3
C -5.849543 0.181386 2.139049 0.2 0.3 0.0
C -1.843603 3.898973 -0.008392 -0.1 0.1 0.1
H -2.555221 -4.545048 0.465630 -0.1 0.1 -0.2
B 0.118351 -3.207954 -5.675943 0.2 0.0 -1.1
H 3.323220 -3.404407 -4.287819 -0.2 0.2 -0.1
O 1.153667 -2.600438 8.643820 0.0 0.1 0.0
O -5.074878 0.302374 4.495184 0.0 0.1 0.0
N -1.631423 8.237651 4.281324 0.1 -0.1 -0.2
C 0.709099 4.998652 -1.665707 0.0 -0.1 -0.2
C -1.166734 -2.022008 -0.593792 -0.2 0.1 -0.1
C -1.836953 -2.299528 -1.818334 0.5 0.0 0.2
H -1.985681 4.360914 -0.985675 0.1 0.0 0.0
C 4.846887 -2.657101 -2.998800 -0.2 0.4 -0.5
C -1.822653 -2.464756 0.692269 -0.5 -0.6 -0.3
H -5.279422 -2.283508 -1.871992 -0.1 -0.3 0.1
C -4.790084 1.665212 4.753779 0.1 -0.1 0.0
H 4.050839 1.797491 -5.426294 0.0 0.1 0.0
H 5.001004 -2.056728 2.352603 0.0 0.0 0.2
H -3.400001 -3.321494 -2.851406 0.1 0.1 -0.2
H -0.665531 -4.708674 -4.660503 0.1 -0.1 0.2